DFT (ωB97M-V with the def2-TZVPD basis set) results for a cluster of 5 separate species, C27H52BrN3O4 in total in a non-equilibrium geometry.

```
87
Properties=species:S:1:pos:R:3:lowdin_charge:R:1
N -2.66897 3.85777 -2.93994 0.104
C -1.59011 2.93556 -2.99393 -0.272
C -1.27391 2.15675 -1.90435 0.016
C -0.17510 1.24444 -1.89801 -0.223
N 0.06360 0.54996 -0.74209 0.128
C 1.09654 -0.26581 -0.84140 -0.119
C 1.85996 -0.43189 -2.04476 -0.129
N 1.66408 0.21640 -3.17612 0.131
C 0.61650 1.08647 -3.05785 -0.217
C 0.29237 1.90354 -4.19523 0.013
C -0.74668 2.80069 -4.17985 -0.190
C -0.96384 3.64711 -5.44951 -0.147
C 0.17650 4.71801 -5.50361 -0.264
C 0.09878 5.76388 -4.35954 -0.561
Br 1.12063 5.28776 -2.76161 0.732
H -3.51668 3.35241 -2.68268 0.102
H -2.86798 4.23998 -3.85842 0.060
H -1.89354 2.28092 -1.00586 0.118
H 1.37578 -0.84338 0.04999 0.103
H 2.68164 -1.16364 -2.02473 0.106
H 0.87873 1.84676 -5.12151 0.130
H -0.94153 3.00540 -6.34924 0.118
H -1.93851 4.16212 -5.46136 0.096
H 0.06420 5.29493 -6.44583 0.111
H 1.17246 4.24358 -5.52340 0.101
H 0.56613 6.68512 -4.74796 0.056
H -0.94407 6.03493 -4.13144 0.070
C -3.22319 -4.31306 0.68062 -0.080
C -3.87584 -4.06364 -0.66926 -0.284
O -3.84729 -2.70728 -1.07487 -0.159
C -2.56237 -2.12359 -1.22046 -0.280
C -1.68767 -2.81985 -2.24901 -0.070
H -3.70223 -3.70784 1.45284 0.081
H -3.31029 -5.36588 0.95451 0.076
H -2.16249 -4.05753 0.67489 0.062
H -4.92923 -4.34112 -0.60996 0.117
H -3.43065 -4.70069 -1.44144 0.105
H -2.05934 -2.07077 -0.24879 0.103
H -2.72898 -1.09320 -1.53812 0.112
H -1.48205 -3.85685 -1.97808 0.066
H -0.73112 -2.30190 -2.34383 0.061
H -2.17884 -2.82750 -3.22407 0.084
C -1.90619 8.65910 1.19274 -0.081
C -2.42211 7.95189 -0.04958 -0.286
O -1.44496 7.16684 -0.70669 -0.170
C -0.87056 6.11387 0.05199 -0.300
C -1.88106 5.08966 0.53774 -0.077
H -1.05665 9.29758 0.94227 0.081
H -2.69244 9.27598 1.63147 0.075
H -1.57264 7.95374 1.95490 0.064
H -2.74787 8.70080 -0.77343 0.116
H -3.30303 7.34391 0.18513 0.106
H -0.29275 6.52185 0.88970 0.109
H -0.15448 5.62305 -0.60870 0.006
H -2.62164 5.52873 1.20934 0.065
H -1.37496 4.28623 1.07655 0.079
H -2.41929 4.65932 -0.30913 0.054
C 2.88182 -2.83158 5.14920 -0.074
C 3.30186 -1.67580 4.25735 -0.279
O 2.38736 -1.40469 3.20926 -0.171
C 1.06953 -1.05389 3.59813 -0.281
C 0.99879 0.19531 4.45896 -0.077
H 2.74726 -3.73906 4.55772 0.062
H 3.63953 -3.01857 5.91165 0.079
H 1.93896 -2.63184 5.66044 0.067
H 4.24960 -1.92436 3.77769 0.118
H 3.48223 -0.77162 4.84849 0.106
H 0.58318 -1.90074 4.09512 0.107
H 0.51644 -0.87885 2.67354 0.109
H 1.53243 0.07327 5.40272 0.065
H -0.03983 0.43658 4.69007 0.078
H 1.44635 1.04299 3.93672 0.083
C 2.40864 -5.47735 1.79050 -0.072
C 3.48867 -6.43405 1.31429 -0.278
O 4.15296 -7.11361 2.36553 -0.159
C 3.34311 -7.92511 3.19830 -0.283
C 2.62365 -9.03826 2.45579 -0.081
H 2.82997 -4.73722 2.47306 0.063
H 1.96073 -4.95769 0.94186 0.077
H 1.60936 -5.99632 2.32219 0.067
H 4.25608 -5.86715 0.78566 0.118
H 3.08345 -7.15286 0.59371 0.106
H 2.63280 -7.30462 3.75630 0.105
H 4.01467 -8.36594 3.93638 0.118
H 1.93189 -8.65068 1.70657 0.064
H 2.05160 -9.65054 3.15474 0.076
H 3.34213 -9.67733 1.93901 0.082
```

As for the net charge: 0. The total energy comes out at -4099.14743 Eh. As for the SMILES: Nc1cc2nccnc2cc1CCCBr.CCOCC.CCOCC.CCOCC.CCOCC.

DFT (ωB97M-V with the def2-TZVPD basis set) results for a structure of composition C27H52Cl3GeN6SSb2V.

```
93
Properties=species:S:1:pos:R:3:mulliken_spin:R:1
V 0.26492 -0.24020 0.08652 2.076
C 0.27464 0.91434 4.19348 -0.005
Sb 0.56033 -0.63866 2.79309 -0.002
C 2.52041 -1.19886 3.35430 0.004
C -0.42444 -2.19472 3.87496 -0.017
C -1.91814 -2.09554 3.94882 0.006
C -2.50058 -1.46111 5.04527 0.002
C -3.87662 -1.34844 5.16503 0.000
C -4.69601 -1.87993 4.17950 0.000
C -4.12570 -2.52842 3.09551 0.001
C -2.74327 -2.64635 2.96407 0.002
C -2.18128 -3.41788 1.80787 -0.009
Sb -1.59969 -2.28419 0.09441 -0.019
C -3.53017 -1.67155 -0.50698 0.001
C -1.23670 -3.93457 -1.17417 0.003
H 0.84960 0.64141 5.07658 -0.002
H -0.77818 1.00258 4.45231 0.002
H 0.64618 1.85788 3.79873 0.001
H 2.45723 -1.61312 4.36031 -0.001
H 3.16804 -0.32663 3.36095 0.000
H 2.92555 -1.94257 2.67406 0.000
H 0.01646 -2.10223 4.86775 -0.002
H -0.06652 -3.13124 3.44932 -0.001
H -1.86304 -1.07518 5.83119 0.000
H -4.30652 -0.87458 6.03649 0.000
H -5.77137 -1.82685 4.27204 0.000
H -4.76780 -2.99065 2.35557 0.000
H -2.94276 -4.06937 1.37652 -0.002
H -1.33388 -4.04687 2.08116 0.000
H -4.04758 -2.50983 -0.96967 -0.001
H -3.48319 -0.83777 -1.20445 0.001
H -4.06970 -1.35607 0.38535 0.000
H -1.82974 -4.76898 -0.80475 -0.001
H -0.18094 -4.19682 -1.14937 0.000
H -1.53226 -3.70852 -2.19582 0.000
C -1.19762 6.34288 2.37351 0.000
C -0.16658 6.36721 1.24427 0.000
C -0.19548 5.17456 0.29123 -0.002
C 0.28862 3.85365 0.86794 -0.002
N -0.65406 3.33174 1.87340 -0.001
C -1.50529 2.32894 1.73630 0.005
S -1.46609 1.27328 0.33044 -0.052
N -2.47218 2.16852 2.62249 -0.001
C -3.60685 1.22948 2.56122 -0.001
C -4.71691 1.76459 3.45438 0.000
C -5.24768 3.14260 3.05475 0.000
C -5.79495 3.18859 1.63315 0.000
H -1.34790 7.33742 2.78816 0.000
H -0.89009 5.72728 3.22599 0.000
H -2.17073 5.98919 2.02367 0.000
H 0.83726 6.46648 1.66707 0.000
H -0.32505 7.26746 0.64937 0.000
H 0.44463 5.39276 -0.56639 0.000
H -1.20573 5.03397 -0.10687 0.000
H 1.26283 3.95708 1.34881 0.000
H 0.37705 3.09280 0.09194 0.003
H -0.83784 3.95967 2.65248 0.002
H -2.54730 2.88246 3.33787 0.000
H -3.28666 0.23427 2.87720 0.002
H -3.94069 1.17154 1.52444 0.002
H -4.37837 1.76555 4.49541 0.000
H -5.52845 1.03795 3.40565 0.000
H -4.47757 3.91350 3.16921 0.000
H -6.02623 3.42045 3.76565 0.000
H -5.01260 3.06170 0.88175 0.000
H -6.28136 4.13954 1.42611 0.000
H -6.53350 2.40097 1.47522 0.000
Cl 2.10671 1.27806 0.27514 0.011
Ge 3.89505 -0.23698 -0.68090 0.004
Cl 5.03397 -0.55399 1.12555 0.000
Cl 1.85658 -1.88964 -0.31270 0.006
C 1.42260 0.33107 -2.85738 0.037
N 0.07634 0.10381 -2.22568 -0.097
C -0.50420 -1.10584 -2.91200 0.034
N -0.56927 -0.97343 -4.34824 0.000
C 0.78388 -0.73594 -4.86238 -0.002
N 1.36966 0.47927 -4.28888 0.000
C 0.50880 1.61702 -4.61234 -0.001
N -0.84479 1.41974 -4.09304 -0.002
C -0.78388 1.26905 -2.66153 0.030
C -1.39331 0.19392 -4.67586 0.000
H 2.03896 -0.53674 -2.61617 0.001
H 1.84789 1.23170 -2.40772 -0.005
H -1.52031 -1.24028 -2.52996 0.000
H 0.11334 -1.96597 -2.64410 -0.003
H 0.73715 -0.63109 -5.94529 0.000
H 1.41950 -1.58896 -4.62064 0.000
H 0.46264 1.73022 -5.69438 0.000
H 0.93165 2.52500 -4.18182 0.000
H -1.79096 1.11646 -2.27166 -0.001
H -0.36011 2.16911 -2.21185 -0.003
H -1.44277 0.29994 -5.75794 0.000
H -2.40462 0.03809 -4.29758 0.000
```

As for the net charge: +2. As for the expectation value of S²: 2.034. The total energy comes out at -6668.37363 Eh. Its multiplicity is 3.

DFT (ωB97M-V with the def2-TZVPD basis set) results for a structure of composition C27H52P2SiSm in a non-equilibrium geometry.

```
83
Properties=species:S:1:pos:R:3:mulliken_spin:R:1
Sm 0.14742 0.04768 0.07348 5.067
C -0.76456 2.13311 -0.33042 -0.013
C -1.88755 1.21559 -0.15096 -0.054
C -0.59822 1.18818 1.84873 -0.052
C 0.04697 2.11307 0.89348 0.006
C -1.80184 0.65069 1.19805 0.084
C -0.51837 3.01149 -1.50259 0.004
H -1.07269 2.66787 -2.37404 0.001
H 0.54322 3.07978 -1.75996 -0.004
H -0.87244 4.01784 -1.25054 0.001
C 1.30561 2.84575 1.13507 -0.015
H 1.77012 3.17676 0.20459 0.000
H 2.03229 2.23425 1.68298 0.002
H 1.06841 3.72525 1.74146 -0.002
C -0.08357 0.86440 3.19873 -0.003
H -0.38044 1.67160 3.87724 0.000
H 1.01017 0.79040 3.21169 -0.002
H -0.49602 -0.07300 3.57629 -0.002
C -2.80873 -0.22898 1.84338 -0.012
H -3.46292 0.40975 2.44634 0.001
H -2.35384 -0.96981 2.50532 -0.001
H -3.42133 -0.73926 1.10157 0.000
C -3.01617 1.01839 -1.10258 0.004
H -3.84605 1.66167 -0.78841 -0.001
H -3.37086 -0.01643 -1.11138 -0.003
H -2.73401 1.29607 -2.11763 0.000
C 1.77988 -3.32563 -6.57367 0.000
C 0.77469 -2.58368 -7.05538 0.000
C -0.57168 -3.00128 -7.56878 0.000
C -1.06983 -4.41106 -7.16788 0.000
C -1.17155 -4.60149 -5.68231 0.000
C -0.21588 -4.95567 -4.81339 0.000
C 1.22680 -5.28657 -5.05088 0.000
C 1.84651 -4.81310 -6.38847 0.000
H -0.59265 -2.91740 -8.66818 0.000
H -0.44280 -5.17564 -7.63903 0.000
H -1.30628 -2.26161 -7.20807 0.000
H 1.38943 -5.35463 -7.22350 0.000
H 2.68091 -2.78314 -6.24959 0.000
H 0.94571 -1.50126 -7.11116 0.000
H 2.91078 -5.11578 -6.37601 0.000
H 1.80828 -4.84165 -4.22473 0.000
H -0.51723 -5.04107 -3.76156 0.000
H 1.37754 -6.37569 -4.95725 0.000
H -2.07861 -4.53368 -7.60516 0.000
H -2.16888 -4.39864 -5.26359 0.000
P 0.75766 -0.55863 -2.30130 0.000
P -0.27073 -2.45552 0.21384 0.009
C 0.87024 -2.38341 -2.34480 0.001
C 0.97178 -3.06940 -0.98529 0.001
H 1.73612 -2.59739 -2.97649 -0.001
H -0.03080 -2.70762 -2.87730 0.002
H 0.77157 -4.14499 -1.04403 0.000
H 1.96313 -2.91201 -0.52924 -0.002
C 0.14778 -3.04666 1.79778 0.000
H -0.59014 -2.76167 2.55795 0.000
H 1.14178 -2.72954 2.13061 0.001
H 0.14262 -4.12467 1.63762 -0.001
C -1.83054 -3.06494 -0.27368 0.000
H -1.68278 -4.12955 -0.46444 0.000
H -2.23862 -2.57658 -1.16944 0.001
H -2.54717 -2.93163 0.54601 0.001
C 2.35270 0.10908 -2.62951 0.001
H 2.39983 1.20705 -2.54043 0.000
H 2.52049 -0.20064 -3.66118 0.000
H 3.12168 -0.33023 -1.98894 0.000
C -0.32297 -0.08815 -3.58515 0.004
H -1.36799 -0.35497 -3.38255 0.001
H 0.03641 -0.62835 -4.46326 0.000
H -0.26184 0.99060 -3.76403 0.001
C 3.43767 -2.05348 2.11555 -0.004
Si 3.00933 -0.41537 1.24674 -0.018
C 3.75733 0.75390 2.56026 -0.001
C 4.45686 -0.37653 0.02281 -0.003
H 2.90208 -2.11742 3.06734 0.000
H 4.51222 -2.03666 2.34406 0.000
H 3.23907 -2.90256 1.45722 0.001
H 4.72698 0.32831 2.85712 0.000
H 3.13467 0.81103 3.45884 0.000
H 3.97152 1.74568 2.15043 0.000
H 5.38609 -0.45838 0.60136 0.000
H 4.40436 -1.24433 -0.64103 0.000
H 4.45831 0.57921 -0.51040 0.000
```

As for the net charge: +1. As for the expectation value of S²: 8.764. The total energy comes out at -2689.73551 Eh. Its multiplicity is 6.